Density functional theory data (ωB97M-V/def2-TZVPD) for a structure of composition C43H54N5O11P2SW.

## Properties
spin multiplicity	3
total charge	+1
E_tot	-106680.6899	eV
⟨S²⟩	2.04
energy relative to the best compared isomer or geometry (same formula, charge and spin)	84.77	kcal/mol

Element x y z (Å)
W -0.258 -0.325 0.251
C 1.678 -3.632 2.214
C 0.806 -2.432 2.040
N 1.168 -1.382 1.278
N 2.437 -1.299 0.797
C 2.574 -0.286 -0.008
O 1.520 0.469 -0.311
C 3.915 -0.021 -0.544
C 4.780 -1.102 -0.741
C 6.052 -0.905 -1.237
C 6.502 0.379 -1.512
C 5.657 1.459 -1.314
C 4.370 1.265 -0.844
C -0.457 -2.257 2.651
C -1.077 -3.224 3.472
C -2.302 -2.977 4.026
C -2.888 -1.714 3.833
C -2.239 -0.804 3.036
N -1.074 -1.034 2.397
H 2.617 -3.448 1.699
H 1.201 -4.512 1.782
H 1.875 -3.824 3.267
H 4.419 -2.089 -0.501
H 6.699 -1.754 -1.400
H 7.512 0.538 -1.863
H 6.007 2.460 -1.528
H 3.734 2.121 -0.659
H -0.565 -4.157 3.638
H -2.802 -3.727 4.616
H -3.838 -1.469 4.278
H -2.651 0.192 2.908
C -3.235 2.697 0.942
C -3.457 1.242 0.726
N -2.542 0.323 0.406
C -3.245 -0.903 0.378
C -4.595 -0.668 0.706
N -4.665 0.697 0.901
C -5.752 -1.489 1.010
O -5.639 -2.806 0.878
O -6.779 -0.949 1.387
C -2.536 -2.118 0.186
O -3.071 -3.242 0.175
O -1.215 -1.924 0.052
H -2.176 2.922 0.866
H -3.592 2.977 1.934
H -3.799 3.274 0.209
H -5.533 1.131 1.183
H -4.732 -3.105 0.607
C -1.937 2.220 -2.696
P -0.460 2.488 -1.646
C 1.067 2.219 -2.608
C -0.414 4.296 -1.348
O -0.541 1.888 -0.248
H -2.550 3.115 -2.684
H -2.506 1.371 -2.330
H -1.622 2.016 -3.714
H 1.160 3.043 -3.313
H 1.035 1.273 -3.138
H 1.922 2.215 -1.936
H -0.420 4.858 -2.275
H 0.488 4.538 -0.794
H -1.272 4.588 -0.752
O 0.296 1.023 1.955
S 0.455 2.548 2.099
C 2.001 2.840 2.999
C 2.992 3.436 2.220
C 4.168 3.869 2.799
C 4.354 3.721 4.166
C 3.384 3.097 4.936
C 2.205 2.656 4.362
C -0.706 2.968 3.419
C -1.268 4.241 3.420
C -2.187 4.583 4.395
C -2.540 3.661 5.371
C -1.979 2.393 5.364
C -1.066 2.037 4.386
H 2.819 3.565 1.161
H 4.936 4.331 2.198
H 5.251 4.096 4.634
H 3.544 2.963 5.995
H 1.449 2.187 4.973
H -0.984 4.951 2.658
H -2.630 5.566 4.401
H -3.254 3.925 6.136
H -2.258 1.677 6.122
H -0.635 1.046 4.357
C 1.716 -1.828 -5.668
C 1.837 -1.645 -4.153
C 2.880 -0.579 -3.822
C 2.221 -2.959 -3.485
O 0.528 -1.177 -3.716
P -0.144 -1.355 -2.298
O -0.633 0.011 -1.771
O 0.795 -1.875 -1.246
O -1.537 -2.029 -2.532
C -2.087 -3.170 -3.249
C -1.564 -3.220 -4.679
C -3.594 -2.897 -3.230
C -1.752 -4.448 -2.491
H 2.699 -2.018 -6.090
H 1.314 -0.927 -6.123
H 1.064 -2.664 -5.900
H 3.864 -0.946 -4.099
H 2.879 -0.372 -2.754
H 2.694 0.337 -4.378
H 3.085 -3.379 -3.995
H 1.398 -3.668 -3.535
H 2.461 -2.789 -2.441
H -1.614 -2.238 -5.139
H -2.170 -3.916 -5.252
H -0.535 -3.565 -4.695
H -3.815 -1.973 -3.760
H -3.931 -2.799 -2.201
H -4.128 -3.717 -3.700
H -0.693 -4.686 -2.581
H -2.343 -5.269 -2.890
H -1.997 -4.322 -1.438

Here are the Löwdin charges for atoms 1 to 8, given in e:
1. W 1.888
2. C 0.000
3. C -0.224
4. N -0.119
5. N 0.110
6. C -0.386
7. O -0.219
8. C -0.163